Computed, not measured: 7 unconnected molecules or ions with the total composition C33H78N4O3, with wB97M-V/def2-TZVPD.

```
118
Properties=species:S:1:pos:R:3:forces:R:3:lowdin_spin:R:1
C 0.492 2.524 -2.864 -0.082 -0.844 -0.988 0.01
C -0.630 1.564 -3.393 1.308 1.251 -0.253 0.02
N -0.339 1.010 -4.732 2.003 1.081 0.882 0.00
C 0.670 -0.097 -4.693 0.373 -0.062 -0.305 0.01
C 1.432 -0.300 -6.049 -2.941 -0.656 -0.879 0.01
C -1.598 0.738 -5.379 -0.746 -0.589 0.141 0.02
C -2.198 1.986 -6.122 1.449 -1.436 0.151 0.01
H 1.439 1.988 -2.928 0.114 -0.200 0.624 0.00
H 0.294 2.908 -1.863 0.054 -0.242 0.020 0.01
H 0.691 3.358 -3.537 -0.573 0.200 -0.128 0.00
H -0.785 0.767 -2.666 -0.229 -0.135 0.185 0.01
H -1.533 2.163 -3.506 -0.133 -0.202 0.253 0.01
H 1.465 -0.119 -3.949 -0.346 1.427 0.653 0.00
H 0.096 -0.950 -4.329 0.076 -0.923 -0.788 0.02
H 1.858 -1.280 -6.265 0.568 0.058 0.824 0.00
H 0.553 -0.394 -6.687 -0.166 0.071 -0.768 0.00
H 1.965 0.492 -6.574 0.366 0.286 1.018 0.00
H -2.270 0.385 -4.597 -0.594 -0.007 0.080 0.03
H -1.499 -0.159 -5.990 0.069 0.298 -0.630 0.01
H -2.587 2.719 -5.415 -0.026 -0.022 -0.205 0.00
H -2.917 1.698 -6.888 -0.252 0.038 0.277 0.00
H -1.309 2.355 -6.634 -0.206 0.600 -0.105 0.00
C -4.062 -4.923 -2.065 -0.661 0.431 0.909 0.07
C -4.485 -6.134 -1.208 0.915 0.721 -1.615 0.01
N -4.582 -5.863 0.216 -0.224 -1.819 -0.093 0.00
C -5.690 -5.028 0.573 0.181 2.109 -0.073 0.01
C -5.145 -3.889 1.442 -0.834 -1.063 0.411 0.03
C -4.706 -7.120 0.982 1.641 0.096 0.192 0.00
C -3.458 -7.994 0.860 -0.472 -0.846 0.108 0.01
H -4.080 -5.072 -3.144 0.056 -0.561 0.075 0.01
H -3.049 -4.666 -1.758 -0.134 0.559 -0.099 0.03
H -4.789 -4.128 -1.897 0.421 0.526 0.078 0.02
H -5.408 -6.500 -1.659 -0.256 -0.650 0.178 0.00
H -3.617 -6.747 -1.449 -0.548 -0.964 0.584 0.01
H -6.137 -4.509 -0.275 0.129 -0.283 -0.501 0.00
H -6.546 -5.524 1.030 0.142 -0.455 0.316 0.00
H -4.684 -4.321 2.330 0.090 0.095 0.114 0.00
H -4.377 -3.348 0.890 -0.382 0.323 0.086 0.01
H -6.034 -3.346 1.762 0.408 0.804 0.056 0.01
H -5.640 -7.656 0.816 -0.188 -0.170 -0.517 0.00
H -4.680 -6.934 2.056 -0.499 0.744 0.107 0.00
H -2.643 -7.566 1.444 0.167 0.174 -0.513 0.00
H -3.175 -8.284 -0.152 0.179 0.369 0.059 0.00
H -3.668 -8.942 1.355 -0.112 -0.175 0.139 0.00
C 0.395 7.994 5.158 1.117 0.773 0.465 0.00
C -0.919 7.628 4.556 -0.132 -1.303 -0.950 0.00
N -1.019 6.160 4.273 -1.962 2.947 -0.468 0.00
C -0.378 5.745 3.051 -1.623 -1.032 0.278 0.00
C -1.043 4.402 2.533 2.505 0.342 -0.131 0.02
C -0.955 5.265 5.364 -0.793 -1.221 -0.672 0.00
C -1.955 5.526 6.456 -0.273 0.332 0.656 0.00
H 0.562 9.070 5.190 -0.160 0.224 -0.146 0.00
H 1.226 7.593 4.578 0.013 -0.142 -0.029 0.00
H 0.541 7.687 6.194 -0.225 -0.368 0.029 0.00
H -1.754 8.061 5.107 -0.172 -0.571 0.436 0.00
H -1.035 8.098 3.579 0.226 0.080 -0.128 0.00
H -0.574 6.470 2.260 0.062 0.255 0.162 0.00
H 0.694 5.742 3.249 0.501 -0.786 -0.612 0.00
H -0.420 4.106 1.690 -0.338 0.173 -0.687 0.00
H -0.825 3.533 3.154 -0.556 0.258 0.558 0.00
H -2.089 4.467 2.231 0.165 0.209 0.276 0.01
H 0.091 5.114 5.629 0.186 -0.241 0.920 0.00
H -1.362 4.329 4.982 0.704 -0.388 -0.175 0.00
H -2.039 4.666 7.121 0.782 0.205 0.532 0.00
H -2.991 5.525 6.115 0.095 0.497 -0.759 0.00
H -1.766 6.473 6.960 -0.111 -0.175 0.468 0.00
C 3.417 -2.622 -0.975 0.266 0.333 -0.683 0.03
C 3.887 -1.151 -0.766 -0.147 -1.443 0.623 0.00
N 4.538 -0.593 -1.939 0.435 0.125 -0.301 0.00
C 5.723 -1.325 -2.459 0.232 0.837 0.612 0.00
C 7.105 -1.022 -1.733 -1.111 -0.717 1.227 0.00
C 4.848 0.797 -1.747 -0.136 0.514 -1.061 0.00
C 5.384 1.473 -3.044 0.327 -0.105 0.327 0.00
H 2.636 -2.964 -0.295 0.119 0.305 0.115 0.01
H 4.227 -3.350 -0.962 0.245 0.078 0.508 0.00
H 3.045 -2.749 -1.992 -0.420 0.307 -0.065 0.01
H 3.055 -0.555 -0.394 -0.373 0.257 -0.891 0.00
H 4.510 -1.120 0.128 0.777 -0.160 0.249 0.00
H 5.865 -1.020 -3.496 -0.276 -0.275 -0.126 0.00
H 5.377 -2.357 -2.403 0.868 -0.146 -0.232 0.00
H 7.337 0.027 -1.545 -0.134 0.138 -0.807 0.00
H 7.997 -1.530 -2.101 -0.271 0.004 -0.544 0.00
H 7.021 -1.363 -0.702 -0.081 -0.373 0.222 0.00
H 3.943 1.328 -1.450 -0.193 -0.103 -0.253 0.00
H 5.508 0.931 -0.890 0.566 0.242 0.119 0.00
H 5.454 2.544 -2.855 -0.328 0.114 -0.322 0.00
H 6.370 1.198 -3.420 0.439 -0.309 0.813 0.00
H 4.820 1.219 -3.941 -0.863 0.361 0.341 0.00
C -1.910 -1.218 0.281 0.751 0.022 0.969 0.09
C -0.915 -0.206 0.781 2.475 1.381 -0.743 0.05
O 0.250 -0.139 0.329 -1.920 -0.543 0.736 0.03
C -1.412 0.946 1.649 0.060 -0.850 0.101 0.06
H -1.519 -2.211 0.504 -0.109 0.007 -0.059 0.01
H -1.922 -1.128 -0.805 -0.483 0.038 -0.227 0.04
H -2.858 -1.080 0.801 -0.194 -0.089 -0.467 0.02
H -2.149 1.473 1.042 -0.346 0.189 0.061 0.03
H -0.636 1.643 1.965 0.162 -0.280 -0.345 0.00
H -1.879 0.544 2.548 -0.306 0.099 -0.061 0.01
C 4.518 4.196 -0.044 0.296 0.753 -0.192 0.00
C 4.107 3.429 1.192 1.438 0.732 2.896 0.00
O 4.712 3.578 2.289 -1.675 -0.178 -3.156 0.00
C 3.057 2.399 1.012 -0.165 -1.480 -0.566 0.00
H 4.653 5.259 0.156 0.053 -0.001 0.421 0.00
H 3.845 4.164 -0.900 -0.180 -0.462 0.209 0.00
H 5.499 3.853 -0.373 0.057 -0.220 0.017 0.00
H 2.855 2.232 -0.046 -0.272 0.229 0.097 0.00
H 2.102 2.400 1.536 0.144 0.767 0.201 0.00
H 3.497 1.459 1.346 0.157 -0.155 0.155 0.00
C -0.185 -4.200 1.994 1.569 1.098 -1.530 0.04
C -1.051 -4.110 3.138 -1.049 1.265 3.000 0.02
O -1.066 -3.147 3.941 0.046 -2.372 -2.043 0.01
C -2.002 -5.278 3.271 -0.721 0.921 0.202 0.01
H 0.509 -5.041 2.006 -0.061 -0.082 0.247 0.01
H 0.361 -3.260 1.920 0.309 -0.108 -0.152 0.00
H -0.764 -4.309 1.076 -0.189 -0.114 -0.074 0.02
H -2.824 -4.882 3.867 -0.036 -0.527 0.377 0.00
H -1.538 -6.168 3.697 -0.003 0.113 0.088 0.00
H -2.419 -5.511 2.292 0.133 -0.163 -0.118 0.00
```
Positions in Å, forces in eV/Å.

Its spin multiplicity is 2. The total charge is -1. The HOMO energy (alpha / beta) comes out at 0.71 / -5.92 eV. For the orbital gap (alpha / beta), the calculation gives 1.7277 / 8.3000 eV. The value obtained for the relative energy (zero: lowest compared OMol25 entry of this formula, charge and spin) is 0.024 eV. As for the calculated total energy: -1748.654540 Eh. The expectation value of S² is 0.751.